[1]
CH3N3O3 in the gas phase at a distorted geometry, computed with wB97M-V/def2-TZVPD.

Net charge: 0
ΔE to the lowest compared entry with this formula, charge and spin: 269.3 kJ/mol
Orbital gap: 11.10 eV

Atoms and positions in Å:
C 0.022 -1.175 -1.555
N 0.012 0.492 1.834
N 0.302 0.838 -0.363
N -0.551 0.707 0.753
O 0.574 -1.659 -0.603
O -1.736 0.918 0.538
O -0.234 0.244 -1.567
H -0.356 -1.578 -2.568
H -0.642 0.607 2.680
H 1.236 0.350 -0.280

[2]
A molecular structure, C13H9MnN2O5Se at a distorted geometry, computed with wB97M-V/def2-TZVPD.

Net charge: +1
ΔE to the lowest compared entry with this formula, charge and spin: 12.4 kJ/mol
Multiplicity: 6
Orbital gap (alpha / beta): 6.70 / 5.42 eV

Atoms and positions in Å:
O 0.443 -5.194 2.081
C -0.238 -4.377 1.673
Mn -0.748 0.250 -0.194
O 2.026 -0.059 0.752
C 0.902 0.024 0.407
C -1.615 1.544 -1.928
O -2.523 1.602 -2.671
C -1.175 0.954 1.458
O -1.307 1.681 2.351
C 0.108 -0.395 -1.725
O 0.864 -0.458 -2.613
H -0.682 -1.074 0.725
C 2.922 3.136 -2.486
N 2.686 3.316 -1.074
C 1.476 3.252 -0.433
Se -0.205 3.250 -1.261
N 1.730 3.513 0.886
C 3.093 3.774 1.092
C 3.735 4.342 2.194
C 5.040 4.818 1.974
C 5.654 4.713 0.722
C 4.997 4.097 -0.379
C 3.707 3.638 -0.155
H 2.011 2.727 -2.941
H 3.758 2.430 -2.629
H 3.189 4.101 -2.950
H 1.013 3.565 1.609
H 3.207 4.390 3.158
H 5.583 5.281 2.786
H 6.660 5.114 0.576
H 5.450 3.992 -1.374

[3]
A molecular structure, C3H8N4 at a distorted geometry, computed with wB97M-V/def2-TZVPD.

Net charge: 0
ΔE to the lowest compared entry with this formula, charge and spin: 392.1 kJ/mol
Orbital gap: 9.68 eV

Atoms and positions in Å:
C -0.666 1.692 -0.198
C 0.133 0.461 -0.430
C 1.253 0.075 0.480
N -2.075 1.336 0.171
N -2.287 0.137 0.242
N -1.307 -0.671 0.067
N -1.302 -2.005 -0.132
H -0.296 2.295 0.634
H -0.758 2.328 -1.079
H 0.278 0.172 -1.466
H 1.414 -1.001 0.432
H 1.045 0.356 1.510
H 2.172 0.571 0.165
H -1.878 -2.299 -0.921
H -1.535 -2.523 0.712

[4]
A gas-phase ion, C4H7O (charge +1) at a distorted geometry, computed with wB97M-V/def2-TZVPD.

Net charge: +1
ΔE to the lowest compared entry with this formula, charge and spin: 135.1 kJ/mol
Orbital gap (alpha / beta): 9.41 / 9.41 eV

Atoms and positions in Å:
C 1.593 0.452 -0.087
C 0.259 0.908 0.013
C 1.558 -0.919 -0.030
C -1.894 -0.156 -0.029
O -0.495 -0.131 -0.347
H 2.335 1.172 -0.350
H -0.013 1.958 0.228
H 2.483 -1.570 -0.266
H 0.885 -1.427 0.486
H -2.190 0.190 1.081
H -2.352 0.640 -0.549
H -2.170 -1.116 -0.150

Copy entry 1 word for word.
CH3N3O3 in the gas phase at a distorted geometry, computed with wB97M-V/def2-TZVPD.

Net charge: 0
ΔE to the lowest compared entry with this formula, charge and spin: 269.3 kJ/mol
Orbital gap: 11.10 eV

Atoms and positions in Å:
C 0.022 -1.175 -1.555
N 0.012 0.492 1.834
N 0.302 0.838 -0.363
N -0.551 0.707 0.753
O 0.574 -1.659 -0.603
O -1.736 0.918 0.538
O -0.234 0.244 -1.567
H -0.356 -1.578 -2.568
H -0.642 0.607 2.680
H 1.236 0.350 -0.280